No. 1
Entry from OMol25: a structure of composition C12H18N4OSV (wB97M-V/def2-TZVPD).

Properties
HOMO-LUMO gap (spin up / spin down)   6.1 / 6.8 eV
Net charge   +2
Electronic energy   -57251.1130 eV
⟨S²⟩   0.81
Spin multiplicity   2

Last column: natural (NBO) charge in e.
Geometry (Å):
V -0.1230 -0.0478 -1.1113  1.361
C -3.4612 -1.2485 1.3255  -0.705
C -2.3581 -0.5574 0.6256  0.333
N -1.5398 -1.1660 -0.2040  -0.311
N -1.7154 -2.4511 -0.4285  -0.368
C -0.9900 -3.0133 -1.3588  0.323
N -1.1307 -4.2859 -1.6725  -0.721
S 0.2479 -2.0362 -2.1498  0.040
C -2.0715 0.8541 0.7546  0.176
C -2.8123 1.7851 1.4898  -0.182
C -2.4157 3.1113 1.4705  -0.063
C -1.2894 3.4741 0.7344  -0.209
C -0.5947 2.4965 0.0420  0.093
N -0.9826 1.2203 0.0376  -0.539
H -3.3874 -2.3245 1.1736  0.287
H -4.4312 -0.9095 0.9586  0.276
H -3.4257 -1.0198 2.3917  0.265
H -1.8139 -4.8574 -1.1889  0.443
H -0.5634 -4.7203 -2.3885  0.437
H -3.6811 1.4751 2.0501  0.267
H -2.9708 3.8555 2.0209  0.268
H -0.9601 4.5008 0.6967  0.273
H 0.2938 2.7400 -0.5398  0.234
C 3.5796 1.1315 -1.3605  -0.617
C 2.6710 0.2465 -0.4959  0.215
C 3.1402 -1.2218 -0.5145  -0.623
C 2.5732 0.7596 0.9569  -0.616
O 1.3982 0.2651 -0.9793  -0.438
H 4.5817 1.1308 -0.9442  0.257
H 3.2098 2.1551 -1.3825  0.220
H 3.6197 0.7471 -2.3784  0.234
H 4.1212 -1.2981 -0.0538  0.257
H 3.2101 -1.5842 -1.5404  0.231
H 2.4285 -1.8386 0.0444  0.217
H 3.5094 0.5828 1.4783  0.261
H 1.7657 0.2195 1.4679  0.207
H 2.3681 1.8295 0.9728  0.219

No. 2
Entry from OMol25: a structure of composition C12H18N6O2PPdS2 (wB97M-V/def2-TZVPD).

Properties
HOMO-LUMO gap (spin up / spin down)   7.1 / 5.5 eV
Energy relative to the best compared isomer or geometry (same formula, charge and spin)   40.0 kJ/mol
Net charge   +2
Electronic energy   -60195.0650 eV
⟨S²⟩   8.79
Spin multiplicity   6

Last column: natural (NBO) charge in e.
Geometry (Å):
Pd -0.0418 -0.1190 0.2324  0.885
C -2.6525 -1.3221 5.4877  -0.643
C -3.4921 -0.5950 4.4776  -0.051
O -3.1602 -1.1003 3.1111  -0.824
P -2.3934 -0.3481 2.0200  1.752
S -2.1352 -1.3620 0.3688  -0.355
S -0.4194 0.0864 2.5997  0.026
O -3.0552 1.0563 1.9109  -0.827
C -2.9650 2.0273 0.8173  -0.042
C -4.2971 2.1278 0.1267  -0.642
H -2.9357 -0.9769 6.4828  0.255
H -1.5891 -1.1205 5.3563  0.210
H -2.8244 -2.3956 5.4389  0.240
H -3.3452 0.4842 4.4803  0.198
H -4.5520 -0.8084 4.5756  0.230
H -2.1779 1.6927 0.1306  0.155
H -2.6529 2.9552 1.2903  0.218
H -4.5523 1.1949 -0.3744  0.229
H -4.2537 2.9223 -0.6189  0.245
H -5.0802 2.3766 0.8407  0.245
N 0.8756 3.1234 -0.8379  -0.749
C 1.9136 2.3233 -0.5577  0.616
N 3.1250 2.8959 -0.6160  -0.445
C 4.2479 2.2097 -0.3643  0.582
N 5.4365 2.7749 -0.3972  -0.719
N 4.0328 0.9337 -0.1309  -0.197
C 2.8411 0.2970 0.0255  0.278
N 1.6969 1.0482 -0.2246  -0.648
C 2.7447 -1.0618 0.3635  0.089
C 3.8535 -1.9113 0.5533  -0.203
C 3.6411 -3.2311 0.8547  -0.122
C 2.3302 -3.7184 0.9668  -0.248
C 1.2833 -2.8498 0.7761  0.053
N 1.4761 -1.5557 0.4800  -0.485
H 1.0658 4.0529 -1.1756  0.435
H -0.0231 2.7261 -1.0465  0.404
H 5.5059 3.7540 -0.6253  0.442
H 6.2737 2.2401 -0.2342  0.436
H 4.8547 -1.5171 0.4472  0.243
H 4.4827 -3.8945 0.9989  0.251
H 2.1311 -4.7542 1.1972  0.255
H 0.2544 -3.1751 0.8531  0.224

No. 3
Entry from OMol25: the ion C12H18NS with charge +1 (wB97M-V/def2-TZVPD).

Properties
HOMO-LUMO gap   7.9 eV
Energy relative to the best compared isomer or geometry (same formula, charge and spin)   227.5 kJ/mol
Net charge   +1
Electronic energy   -25051.0352 eV

Last column: natural (NBO) charge in e.
Geometry (Å):
C -0.1564 2.0221 1.5143  -0.140
C -1.2606 1.5314 0.8979  -0.228
C 0.0845 1.5378 -1.0787  0.022
C 1.0854 -0.2423 -0.1054  0.193
C 0.0743 2.2929 -2.1888  -0.346
C 1.2364 1.9692 0.9792  -0.427
C -1.0893 0.8684 -0.3962  -0.123
C 1.2991 1.1512 -0.3092  -0.398
C -1.7565 -2.4302 -1.1174  -0.609
C -2.2074 -1.5303 1.0343  -0.595
C 3.7341 -1.0044 -0.4243  -0.738
C -1.0806 -1.7733 0.0080  -0.093
N -0.4845 -0.5225 -0.2710  -0.324
S 2.0135 -1.5782 -0.0598  0.546
H -0.3040 2.5727 2.3722  0.223
H -2.2420 1.7127 1.3284  0.242
H 1.1012 2.5534 -2.6913  0.210
H -0.7325 2.8045 -2.6885  0.236
H 1.4651 3.0584 0.7798  0.262
H 1.8599 1.6037 1.7566  0.236
H -2.0486 0.7211 -1.1209  0.265
H 2.2470 1.3196 -0.9347  0.265
H -2.6030 -1.8595 -1.6376  0.231
H -0.9839 -2.4789 -2.0641  0.214
H -2.1008 -3.3784 -0.7574  0.238
H -2.8943 -0.8284 0.6453  0.206
H -1.7956 -1.0819 1.9958  0.218
H -2.7638 -2.3888 1.2643  0.230
H 3.8131 -0.5201 -1.4702  0.254
H 4.2518 -1.9877 -0.3993  0.269
H 4.0763 -0.1904 0.1831  0.251
H -0.3828 -2.3590 0.4943  0.213

| no. | maximum force (eV/A) |
| --- | --- |
| 1 | 4.8 |
| 2 | 0.6 |
| 3 | 7.8 |